1.
{
  "formula": "C2H3F2OP",
  "method": "ωB97M-V/def2-TZVPD",
  "e_lumo_ha": -0.02645,
  "e_homo_ha": -0.33674,
  "elements": ["C", "C", "O", "F", "F", "P", "H", "H", "H"],
  "positions_angstrom": [[-0.01055, -0.19715, 0.08572], [0.57152, -1.31677, -2.25938], [1.71759, -2.36105, 0.00101], [-0.37547, -0.56044, -2.72299], [1.13878, -2.02896, -3.26227], [0.56393, -1.71970, -0.66469], [-0.27823, -0.44182, 1.12497], [-0.82629, 0.04135, -0.56504], [0.68699, 0.63700, -0.05924]],
  "lowdin_charge": [-0.20, -0.50, -0.38, 0.09, 0.07, 0.75, 0.06, 0.02, 0.07]
}

---

2.
{
  "formula": "C2H3F2P",
  "method": "ωB97M-V/def2-TZVPD",
  "spin_multiplicity": 3,
  "e_lumo_ha": [0.03629, -0.12034],
  "e_homo_ha": [-0.26365, -0.36140],
  "s_squared": 2.0068,
  "elements": ["C", "C", "F", "F", "P", "H", "H", "H"],
  "positions_angstrom": [[-0.12584, -0.31990, 0.81203], [-1.36626, 0.29966, 0.13117], [-1.33614, 1.49732, -0.43305], [-2.46612, 0.23782, 0.86128], [-0.52275, -1.10246, -0.64972], [2.30366, -0.57491, -0.96990], [0.58276, 0.04793, 1.45763], [2.93070, -0.08547, -1.20944]],
  "lowdin_charge": [-0.29, -0.82, 0.08, 0.10, 0.91, -0.03, 0.02, 0.03]
}

---

3.
{
  "formula": "C2H3F2PS",
  "method": "ωB97M-V/def2-TZVPD",
  "e_lumo_ha": 0.02954,
  "e_homo_ha": -0.35266,
  "smiles": "FP(F)S.C#C",
  "elements": ["F", "P", "F", "S", "H", "C", "C", "H", "H"],
  "positions_angstrom": [[-2.74954, 0.02010, 0.78936], [-1.29830, -0.26702, 0.22755], [-1.72302, -0.83863, -1.10481], [-0.94123, 1.72849, -0.29726], [-1.61862, 1.90856, 0.88711], [2.05489, -1.18734, 0.09024], [1.94051, -0.03728, -0.18653], [2.37149, -2.19152, 0.35091], [1.96383, 0.86464, -0.75657]],
  "lowdin_charge": [-0.34, 0.43, -0.27, 0.39, -0.16, -0.02, -0.08, 0.04, 0.01]
}

---

4.
{
  "formula": "C2H3F3",
  "method": "ωB97M-V/def2-TZVPD",
  "e_lumo_ha": [-0.02150, 0.01339],
  "e_homo_ha": [-0.32062, -0.39258],
  "elements": ["C", "C", "F", "F", "F", "H", "H", "H"],
  "positions_angstrom": [[0.19574, 1.04252, -0.77489], [1.33112, 0.27329, -0.04894], [-0.96014, 0.38992, -0.64645], [1.15379, -0.40923, 1.11684], [2.52489, 0.77819, -0.09974], [0.50943, 1.08712, -1.89353], [-0.02385, 2.03865, -0.38785], [1.46244, -1.42006, -1.96422]],
  "lowdin_charge": [-0.20, -0.35, -0.01, 0.08, 0.12, 0.14, 0.12, 0.11]
}

---

What did we get for total energy? Answer: -18892.002 -16839.832 -27680.912 -10270.063 eV, in the order shown.
What did we get for relative energy (zero: lowest compared OMol25 entry of this formula, charge and spin)? Answer: 377.1 272.8 258.5 546.7 kJ/mol, in the order shown.